# C16H22BrN3O3

An isolated molecule of C16H22BrN3O3 (ωB97M-V/def2-TZVPD, the OMol25 dataset).

XYZ file:
```
45
Properties=species:S:1:pos:R:3:forces:R:3
C 4.757615 0.911864 -0.246433 -0.2 -0.1 0.1
C 3.596822 0.459257 0.628876 0.3 0.0 0.2
C 3.939988 0.580835 2.114783 0.0 -0.1 -0.2
N 2.839931 0.161012 2.952328 0.0 0.5 -0.2
C 2.826107 -1.005897 3.619452 -0.5 0.0 0.4
O 3.774038 -1.747018 3.747579 0.4 -0.3 0.0
C 1.446077 -1.300965 4.239217 0.4 0.1 0.0
C 0.481066 -1.515513 3.115455 -0.6 -0.1 -0.3
C 0.232174 -2.914770 2.670167 -0.1 -0.1 -0.1
N 0.034826 -0.449640 2.576612 0.0 0.4 0.6
N -0.826522 -0.470734 1.504960 0.5 0.0 -0.4
C -1.969468 -1.168481 1.366907 -0.3 0.1 -0.3
O -2.414884 -1.977160 2.154218 -0.1 0.0 0.0
C -2.731866 -0.820064 0.079316 -0.3 -0.3 0.2
O -1.976173 0.075737 -0.697563 -0.1 0.0 -0.1
C -2.452928 0.512724 -1.893315 0.1 0.2 -0.1
C -3.667513 0.176199 -2.470437 0.1 -0.1 0.3
C -4.020037 0.706732 -3.702142 0.1 0.1 -0.1
C -3.185010 1.576236 -4.386498 -0.1 -0.1 0.1
C -3.566474 2.152596 -5.714707 0.0 0.0 0.0
C -1.964118 1.915385 -3.808727 -0.1 -0.1 0.1
C -1.614660 1.388543 -2.586749 0.2 0.0 0.3
Br 0.042444 1.829659 -1.770021 0.0 0.1 -0.2
H 4.492652 0.828290 -1.296979 0.1 0.0 -0.1
H 5.009217 1.949087 -0.037943 0.1 0.1 0.0
H 5.637119 0.300226 -0.060207 0.1 0.0 0.0
H 3.351909 -0.581242 0.407148 -0.1 0.0 0.0
H 2.715424 1.066649 0.407621 -0.1 0.0 0.0
H 4.789816 -0.059302 2.362093 0.0 0.1 0.0
H 4.194946 1.618317 2.354191 0.1 -0.1 0.0
H 1.948545 0.618010 2.809080 0.0 -0.1 0.1
H 1.526376 -2.186458 4.866147 0.1 0.1 0.0
H 1.151911 -0.441028 4.839758 -0.1 0.0 0.0
H 1.006343 -3.579102 3.043291 0.1 0.0 0.0
H -0.742698 -3.250286 3.027350 0.0 0.0 0.0
H 0.203155 -2.960096 1.580800 0.0 0.0 0.0
H -0.666614 0.305557 0.873305 -0.1 -0.2 0.1
H -2.921883 -1.757093 -0.460145 0.0 0.1 0.1
H -3.698522 -0.384189 0.366159 0.1 -0.1 0.0
H -4.342177 -0.497319 -1.966363 -0.1 -0.1 0.1
H -4.970863 0.431115 -4.132965 -0.1 0.0 -0.1
H -3.641640 3.237314 -5.648910 0.0 0.1 -0.1
H -4.522464 1.758341 -6.047943 -0.1 0.0 -0.1
H -2.811143 1.916788 -6.462773 0.0 0.0 -0.1
H -1.290843 2.589883 -4.315992 0.1 0.1 0.0
```
Forces are in eV/Å.

Values from the calculation:
Frontier orbital gap   9.489 eV
LUMO level   0.60 eV
Strongest force on any atom   0.75 eV/Å
DFT total energy   -97604.35079 eV
Highest occupied orbital energy   -8.9 eV

Results of the Löwdin charge analysis, in e, for atoms 1 through 2: -0.11, -0.25



# CH3AlO5P

A structure of composition CH3AlO5P (ωB97M-V/def2-TZVPD, the OMol25 dataset).

XYZ file:
```
11
Properties=species:S:1:pos:R:3:forces:R:3
Al -15.286277 -0.769736 15.054497 0.0 0.1 0.0
P -15.699834 4.287658 15.828916 -0.2 1.4 -0.2
O -17.016269 3.455492 16.030274 1.1 0.7 0.4
O -15.890912 5.832603 16.148709 0.7 -4.3 -1.1
O -15.131939 3.843648 14.433936 -0.3 1.0 1.7
O -14.797156 3.449109 16.819928 -1.1 0.8 -0.9
C -15.054301 -7.617831 13.766324 0.1 1.2 1.1
O -15.033485 -6.285438 14.100750 0.1 0.5 -1.0
H -14.115444 -8.054372 13.425625 1.0 -0.1 0.2
H -15.348067 -8.062713 14.717049 -0.1 -1.4 0.1
H -15.700375 -7.982872 12.967918 -1.1 0.2 -0.4
```
Forces are in eV/Å.

Values from the calculation:
Frontier orbital gap   1.838 eV
LUMO level   -1.18 eV
Charge   -1
Strongest force on any atom   4.43 eV/Å
DFT total energy   -27203.04414 eV
Highest occupied orbital energy   -3.0 eV

Results of the Löwdin charge analysis, in e, for atoms 1 through 2: 0.84, 0.03



# C5H6O2

An isolated molecule of C5H6O2 (ωB97M-V/def2-TZVPD, the OMol25 dataset).

XYZ file:
```
13
Properties=species:S:1:pos:R:3:forces:R:3
C -0.205320 0.644849 -1.884673 -3.5 2.9 -2.2
C 0.125359 0.416128 -0.556979 -2.3 -2.1 3.9
C 1.228329 -0.094665 -0.049765 0.9 -1.5 0.7
O 1.419515 -0.666206 1.259183 2.3 1.0 -1.7
C 0.324909 -0.689792 2.000182 -5.2 1.3 -1.2
C -0.848810 -0.210782 1.441846 -3.9 -2.4 2.1
O -1.214033 0.363146 0.185845 4.9 -0.3 1.1
H -1.286973 0.208276 -1.973768 2.1 0.6 -0.5
H 0.492889 0.369984 -2.623462 0.7 -0.6 -0.8
H -0.355400 1.776083 -1.963599 0.0 -1.2 -0.4
H 2.038286 -0.368534 -0.754184 -0.3 0.5 0.9
H 0.219135 -1.109239 3.031684 0.9 0.2 -1.3
H -1.937885 -0.639248 1.887690 3.3 1.6 -0.6
```
Forces are in eV/Å.

Values from the calculation:
Frontier orbital gap   8.763 eV
LUMO level   0.90 eV
Strongest force on any atom   5.48 eV/Å
DFT total energy   -9373.09852 eV
Highest occupied orbital energy   -7.9 eV

Results of the Löwdin charge analysis, in e, for atoms 1 through 2: -0.06, -0.30



# C4H8NO

A structure of composition C4H8NO (ωB97M-V/def2-TZVPD, the OMol25 dataset).

XYZ file:
```
14
Properties=species:S:1:pos:R:3:forces:R:3
C 1.491839 0.879265 0.075378 -0.2 2.0 -1.1
C 2.254684 -0.113124 0.472308 -1.3 -0.2 1.1
C 0.305678 0.045931 0.359675 -1.0 -1.6 -4.9
C -0.574352 -0.815010 -1.372071 0.8 2.1 3.8
N -0.876788 0.330325 1.247776 4.2 2.3 1.0
O 1.135841 -0.918855 0.899969 1.1 -1.4 1.2
H 1.709436 1.774680 -0.477055 -0.2 0.2 0.1
H 3.295843 -0.322668 0.603005 0.1 -0.6 -0.1
H -0.588358 -1.904884 -1.184808 0.2 0.8 -0.2
H 0.096690 -0.417081 -2.152996 -0.8 -0.3 0.4
H -1.539651 -0.293014 -1.126867 0.8 -0.8 -1.4
H -0.516076 1.199607 1.869806 -1.4 -2.7 -0.9
H -0.814629 -0.616861 1.671028 -1.5 0.8 0.7
H -1.627790 0.655336 0.656627 -0.8 -0.5 0.3
```
Forces are in eV/Å.

Values from the calculation:
Frontier orbital gap   10.113 eV
LUMO level   -3.96 eV
Charge   +1
Strongest force on any atom   5.30 eV/Å
DFT total energy   -7803.52477 eV
Highest occupied orbital energy   -14.1 eV

Results of the Löwdin charge analysis, in e, for atoms 1 through 2: 0.00, 0.02



# C3H8O2P2

A cluster of 2 separate species, C3H8O2P2 in total (ωB97M-V/def2-TZVPD, the OMol25 dataset).

XYZ file:
```
15
Properties=species:S:1:pos:R:3:forces:R:3
C -0.669761 0.027878 2.042475 -0.5 0.4 0.2
C -0.332346 1.337954 1.297212 -0.6 0.2 0.5
C 0.946151 -0.322991 0.561582 -1.1 -0.6 -1.0
O 0.329950 -0.882469 1.612782 0.7 0.1 -0.2
O 0.777323 1.001818 0.485380 0.6 -0.4 -0.1
P 0.704076 -0.249263 -2.963079 0.9 0.5 -0.3
P -0.600047 -1.442809 -1.785040 -0.5 0.3 1.6
H -0.600383 0.118727 3.127626 0.0 0.0 -0.1
H -1.653326 -0.361665 1.767700 0.1 0.0 0.0
H -1.154299 1.677520 0.661946 0.1 -0.1 0.0
H -0.028170 2.146362 1.967474 -0.1 -0.1 -0.1
H 1.881679 -0.737199 0.233983 0.2 0.0 0.0
H 0.270479 -0.645362 -4.232281 -0.1 -0.2 -0.5
H -0.143459 0.859491 -2.986274 -0.2 0.4 0.0
H 0.272133 -2.527993 -1.791489 0.4 -0.5 0.1
```
Forces are in eV/Å.

Values from the calculation:
Frontier orbital gap (spin up / spin down)   6.511 / 7.832 eV
LUMO level (spin up / spin down)   -0.24 / 0.69 eV
Strongest force on any atom   1.66 eV/Å
DFT total energy   -25909.50044 eV
Highest occupied orbital energy (spin up / spin down)   -6.7 / -7.1 eV

Results of the Löwdin charge analysis, in e, for atoms 1 through 2: -0.12, -0.12



# C29H58BO6

A cluster of 2 separate species, C29H58BO6 in total (ωB97M-V/def2-TZVPD, the OMol25 dataset).

XYZ file:
```
94
Properties=species:S:1:pos:R:3:forces:R:3
C -2.097036 -2.283085 5.317206 0.4 0.3 -0.4
C -1.043937 -1.357298 4.673994 -0.1 -0.4 -0.3
C 0.220402 -2.115707 4.256102 -0.1 0.3 0.4
C 1.471069 -1.243922 4.189407 -0.3 -0.4 -0.5
C 1.314742 0.041683 3.360610 0.1 -0.2 0.0
C 2.084656 0.039654 2.032340 0.2 0.8 0.5
C 2.644591 1.435634 1.682286 -0.2 -0.9 -0.8
C 1.774474 2.216318 0.704673 0.5 0.7 0.4
C 0.623734 2.965333 1.365477 -0.1 -0.2 -0.2
C -0.052933 3.945036 0.404152 0.0 -0.8 -0.3
C -1.119067 3.244094 -0.469118 -0.1 0.7 -0.1
C -2.569894 3.633848 -0.126781 0.3 -0.6 0.7
C -3.472902 2.409385 0.051066 -0.1 0.4 -0.4
C -3.937202 1.810035 -1.293525 0.6 0.1 0.8
C -4.047800 0.290913 -1.209846 -0.8 0.3 -0.4
C -4.207897 -0.437113 -2.544729 0.7 -0.1 0.2
C -3.037849 -0.288752 -3.551621 -0.8 -0.6 -0.1
C -2.145602 -1.549670 -3.685005 0.0 0.4 0.8
C -0.651070 -1.443895 -3.304352 1.3 -0.5 -0.6
C -0.196917 -0.226553 -2.473644 -0.5 0.9 -0.5
C 0.148040 0.982408 -3.357072 -0.1 0.1 0.4
O 0.035875 -1.335831 -4.549717 0.0 0.5 0.0
B 0.755947 -2.594122 -4.826994 0.0 -0.6 0.2
O 1.156055 -3.007551 -3.451149 -0.4 0.2 0.1
C 0.007826 -2.744783 -2.646158 0.7 -0.7 -1.4
C -0.804317 -4.048562 -2.631822 -0.4 -0.1 1.0
C -1.790466 -4.214316 -1.460513 0.1 0.4 0.1
C -1.287979 -3.634999 -0.129874 -0.5 -0.2 0.4
C -1.874585 -2.245516 0.043901 0.7 0.0 -0.6
O -1.071598 -1.402876 0.869921 -0.2 0.3 0.1
H -3.041940 -2.157311 4.801073 -0.3 0.0 0.2
H -1.795274 -3.318407 5.177559 -0.1 -0.2 0.1
H -2.226027 -2.100656 6.378949 -0.1 0.0 0.2
H -0.803573 -0.500602 5.300355 0.1 0.0 0.3
H -1.470859 -0.953903 3.763835 -0.1 0.3 -0.2
H 0.037098 -2.573441 3.289681 0.0 -0.2 -0.2
H 0.375303 -2.919900 4.974271 0.2 -0.2 0.1
H 2.255222 -1.839617 3.724252 0.2 -0.1 0.1
H 1.815958 -1.036927 5.199232 0.0 0.2 0.2
H 1.663021 0.868108 3.972493 0.1 0.3 0.0
H 0.273329 0.256396 3.143749 -0.3 0.0 0.1
H 2.919159 -0.651746 2.099777 0.1 -0.2 0.1
H 1.463960 -0.303299 1.207307 -0.1 -0.2 0.0
H 3.607755 1.271600 1.207662 0.2 0.1 -0.1
H 2.843075 2.025503 2.570000 0.0 0.1 0.2
H 1.426851 1.579491 -0.105953 -0.1 -0.1 -0.1
H 2.425606 2.969999 0.255377 0.0 0.1 -0.2
H -0.104446 2.225892 1.700546 -0.2 0.0 0.3
H 1.012183 3.479540 2.242059 0.0 0.1 0.2
H 0.732982 4.310096 -0.252164 0.1 0.5 0.0
H -0.495970 4.772467 0.947263 0.0 0.3 0.0
H -0.936198 3.489099 -1.510840 0.1 -0.2 -0.2
H -0.996327 2.171895 -0.344165 0.0 -0.3 -0.2
H -2.974386 4.315783 -0.870184 -0.1 0.2 0.0
H -2.538051 4.141082 0.835808 -0.1 0.3 0.1
H -2.896192 1.682061 0.616501 0.0 -0.3 0.1
H -4.317376 2.679006 0.684622 -0.2 -0.1 0.0
H -3.213237 2.142883 -2.035602 0.0 -0.2 -0.3
H -4.893596 2.264529 -1.539198 -0.2 0.0 -0.3
H -4.956528 0.091751 -0.637125 0.0 -0.2 0.3
H -3.239054 -0.107046 -0.612956 0.4 -0.1 0.0
H -4.304813 -1.502381 -2.337152 -0.2 -0.1 0.1
H -5.147772 -0.129653 -2.995931 -0.2 0.2 -0.1
H -2.494099 0.628319 -3.367081 0.3 0.1 0.1
H -3.519153 -0.156064 -4.517233 0.1 0.2 -0.3
H -2.140092 -1.849615 -4.721459 0.2 -0.1 -0.3
H -2.606828 -2.377251 -3.152892 -0.2 0.1 0.2
H -0.964421 0.122454 -1.770622 -0.2 -0.3 0.2
H 0.704076 -0.437389 -1.904424 0.1 -0.4 0.2
H 0.182426 1.884705 -2.746862 0.0 0.2 0.1
H -0.570645 1.128378 -4.153623 -0.1 0.0 -0.2
H 1.118648 0.852464 -3.811084 0.2 -0.1 -0.2
H 1.737740 -2.533118 -5.549968 0.1 0.4 -0.1
H -0.027442 -3.431114 -5.320064 -0.2 -0.1 -0.1
H 0.470453 -2.554663 -1.681714 -0.6 0.3 0.5
H -0.077962 -4.850960 -2.554843 0.3 -0.1 0.0
H -1.329395 -4.215816 -3.563732 0.0 0.2 -0.3
H -2.711910 -3.687259 -1.715955 -0.2 -0.1 0.1
H -2.082724 -5.247830 -1.295527 0.1 -0.3 -0.3
H -0.207910 -3.592859 -0.054718 0.2 0.0 -0.2
H -1.622320 -4.255950 0.700366 0.0 -0.2 0.1
H -2.904939 -2.326430 0.395287 -0.1 0.2 0.2
H -1.903352 -1.816025 -0.953505 -0.2 0.2 -0.1
H -0.902001 -0.590817 0.366962 0.0 -0.3 0.2
C 7.148483 2.665748 0.350689 0.0 0.0 -0.2
C 8.235305 2.517529 1.392291 0.2 0.0 -0.1
O 7.538780 2.807830 2.605118 -0.1 0.0 -0.1
C 6.215967 2.560393 2.403443 -0.1 0.0 0.0
O 5.397921 2.546681 3.261113 0.1 0.0 0.0
O 5.970073 2.334309 1.086122 0.1 0.1 0.2
H 7.271738 1.992916 -0.494099 -0.2 -0.1 0.0
H 7.057063 3.689276 -0.018120 0.0 0.0 0.0
H 8.626892 1.499911 1.445453 0.0 0.0 0.0
H 9.061386 3.210164 1.250360 -0.1 0.1 0.2
```
Forces are in eV/Å.

Values from the calculation:
Frontier orbital gap   5.802 eV
LUMO level   1.98 eV
Charge   -1
Strongest force on any atom   1.70 eV/Å
DFT total energy   -43976.85886 eV
Highest occupied orbital energy   -3.8 eV

Results of the Löwdin charge analysis, in e, for atoms 1 through 2: -0.10, -0.26